Entry from the Open Molecules 2025 dataset: a 2-piece molecular cluster, CH2O3S overall at a distorted geometry (ωB97M-V/def2-TZVPD).

Structure (XYZ):
```
7
Properties=species:S:1:pos:R:3:lowdin_charge:R:1
O -0.0672 1.1189 -0.4760 -0.009
C 0.9644 0.5908 -0.2673 -0.418
O 1.0723 -0.6294 0.1957 0.105
H 1.9200 1.0302 -0.3383 0.128
H 0.1969 -1.0003 0.1115 0.049
O -1.6355 -1.1053 0.6649 -0.675
S -2.4509 -0.0049 0.1095 0.820
```

Its LUMO energy (spin up / spin down) is -0.055 / -0.055 Eh. As for the energy above the lowest of the compared OMol25 structures with the same formula, charge and spin: 0.694 eV. The SMILES is O=CO.O=S. For the HOMO energy (spin up / spin down), the calculation gives -0.3407 / -0.3377 Eh. The calculation puts the molar mass at 94.1 Da.


Entry from the Open Molecules 2025 dataset: a 2-piece molecular cluster, CH2O3S overall at a distorted geometry (ωB97M-V/def2-TZVPD).

Structure (XYZ):
```
7
Properties=species:S:1:pos:R:3:lowdin_charge:R:1
O 0.2602 -1.3395 0.3988 -0.015
C 1.0381 -0.5450 -0.0796 -0.435
O 0.8297 0.7401 -0.2487 0.026
H 1.9849 -0.6964 -0.5050 0.119
H -0.1557 0.9418 0.1552 0.074
O -1.6887 1.0217 0.4927 -0.643
S -2.2685 -0.1226 -0.2133 0.875
```

Its LUMO energy (spin up / spin down) is -0.077 / -0.075 Eh. As for the energy above the lowest of the compared OMol25 structures with the same formula, charge and spin: 0.910 eV. The SMILES is O=CO.O=S. For the HOMO energy (spin up / spin down), the calculation gives -0.3620 / -0.3583 Eh. The calculation puts the molar mass at 94.1 Da.


Entry from the Open Molecules 2025 dataset: a 2-piece molecular cluster, CH2O3S2 overall at a distorted geometry (ωB97M-V/def2-TZVPD).

Structure (XYZ):
```
8
Properties=species:S:1:pos:R:3:lowdin_charge:R:1
C -2.3796 -0.8153 -0.3134 -0.570
O -0.0553 0.2671 1.4015 -0.717
O -2.8902 0.1231 -0.7160 0.179
O -1.9303 -1.7110 0.1933 0.217
S 2.0024 0.1683 -0.6107 0.558
S 0.0086 0.7339 0.0087 0.448
H 2.2948 -0.0159 0.7408 -0.050
H 2.9497 1.2499 -0.7042 -0.065
```

Its LUMO energy is -0.016 Eh. As for the energy above the lowest of the compared OMol25 structures with the same formula, charge and spin: 1.310 eV. For the HOMO energy, the calculation gives -0.2807 Eh. The calculation puts the molar mass at 126.2 Da.


Entry from the Open Molecules 2025 dataset: CH2O3Tl as an isolated structure at a distorted geometry (ωB97M-V/def2-TZVPD).

Structure (XYZ):
```
7
Properties=species:S:1:pos:R:3:lowdin_charge:R:1
H 1.0011 -0.8439 -1.2850 0.218
O -0.6404 0.6540 0.6173 -0.031
C 0.5104 0.1155 0.2126 -0.661
O 1.5468 0.7156 0.0455 0.192
O 0.1962 -0.8412 -0.6596 -0.102
Tl -2.1124 -1.0484 -0.2982 1.212
H -0.5016 1.2485 1.3674 0.172
```

Its LUMO energy is -0.175 Eh. As for the energy above the lowest of the compared OMol25 structures with the same formula, charge and spin: 0.000 eV. For the HOMO energy, the calculation gives -0.5955 Eh. As for the charge: +1. The calculation puts the molar mass at 266.4 Da.


Entry from the Open Molecules 2025 dataset: an isolated ion of composition CH2O4P and charge -1 at a distorted geometry (ωB97M-V/def2-TZVPD).

Structure (XYZ):
```
8
Properties=species:S:1:pos:R:3:lowdin_charge:R:1
C -0.1626 -1.0329 0.1125 -0.398
O 0.5069 1.5563 -1.5191 -0.355
O 0.1467 2.0164 1.1099 -0.342
O -1.0381 0.1052 -0.0504 -0.229
O 1.0887 -0.4273 0.2782 -0.227
P 0.2355 1.1675 -0.0989 0.331
H -0.7014 -1.6551 0.9301 0.118
H -0.0758 -1.7300 -0.7623 0.101
```

Its LUMO energy is 0.159 Eh. As for the energy above the lowest of the compared OMol25 structures with the same formula, charge and spin: 0.000 eV. For the HOMO energy, the calculation gives -0.1875 Eh. As for the charge: -1. The calculation puts the molar mass at 109.0 Da.


Entry from the Open Molecules 2025 dataset: CH2O4S as an isolated structure at a distorted geometry (ωB97M-V/def2-TZVPD).

Structure (XYZ):
```
8
Properties=species:S:1:pos:R:3:lowdin_charge:R:1
C 1.2548 0.3411 0.4530 -0.380
O -1.4139 0.7978 -0.3970 -0.255
O -0.9143 -1.9647 -1.3899 -0.353
O 0.7605 -0.7560 -0.1214 -0.267
O 0.6848 0.9613 1.3247 0.058
S -0.8439 -1.2712 -0.1908 1.111
H 2.1239 0.8091 -0.0937 0.167
H -1.6519 1.0828 0.4151 -0.081
```

Its LUMO energy (spin up / spin down) is -0.041 / -0.041 Eh. As for the energy above the lowest of the compared OMol25 structures with the same formula, charge and spin: 2.567 eV. For the HOMO energy (spin up / spin down), the calculation gives -0.3962 / -0.3961 Eh. The calculation puts the molar mass at 110.1 Da.


Which value of molar mass does entry 1 give? 94.1 Da


Which value of energy above the lowest of the compared OMol25 structures with the same formula, charge and spin does entry 2 give? 0.910 eV


Which value of energy above the lowest of the compared OMol25 structures with the same formula, charge and spin does entry 5 give? 0.000 eV